Formula: C31H57MnN2O2P2S
Source: the OMol25 dataset
Level of theory: the ωB97M-V functional and the def2-TZVPD basis

Each line ends with the Löwdin spin population.
Atoms and positions in Å:
C  2.12  -1.28  -0.86  0.033
C  1.16  0.62  -1.89  0.003
C  3.17  -1.30  -1.79  0.121
C  2.09  0.51  -2.96  0.124
C  3.12  -0.41  -2.87  0.002
H  3.96  -2.04  -1.65  0.005
H  1.99  1.20  -3.79  0.004
H  3.89  -0.44  -3.63  -0.002
N  1.17  -0.33  -0.86  0.055
P  0.25  -2.47  0.83  -0.018
P  -0.24  2.19  -0.11  -0.055
C  1.97  -2.36  0.22  0.000
H  2.32  -3.34  -0.17  -0.001
H  2.65  -2.11  1.08  0.000
C  -1.28  -0.07  1.93  0.008
O  -1.78  0.04  2.91  0.025
C  0.30  1.73  -1.75  0.411
H  0.05  2.35  -2.63  0.010
C  -1.89  3.22  -0.18  -0.002
C  1.28  3.39  0.08  0.010
C  -0.63  -3.61  -0.41  0.006
C  0.45  -3.32  2.49  -0.006
C  -3.01  2.36  0.41  0.001
H  -2.83  2.09  1.45  0.000
H  -3.94  2.96  0.37  0.001
H  -3.19  1.44  -0.16  0.000
C  -1.78  4.48  0.68  -0.001
H  -1.52  4.25  1.72  0.000
H  -1.08  5.22  0.28  0.000
H  -2.78  4.96  0.69  0.000
C  -2.20  3.58  -1.61  -0.001
H  -3.10  4.21  -1.61  0.000
H  -1.41  4.16  -2.10  0.000
H  -2.42  2.69  -2.21  0.001
C  1.21  4.03  1.45  0.007
H  0.93  3.32  2.24  0.000
H  2.21  4.40  1.68  0.002
H  0.54  4.88  1.49  0.000
C  2.53  2.51  0.00  0.001
H  2.50  1.66  0.71  0.000
H  2.72  2.14  -1.00  0.001
H  3.37  3.14  0.28  0.000
C  1.25  4.38  -1.06  0.000
H  0.98  3.98  -2.03  0.002
H  0.60  5.23  -0.86  0.000
H  2.26  4.76  -1.17  -0.003
C  -0.94  -3.64  3.05  0.000
H  -0.82  -4.07  4.06  0.000
H  -1.55  -2.73  3.15  0.000
H  -1.49  -4.37  2.45  0.000
C  1.16  -2.36  3.45  0.000
H  2.19  -2.15  3.16  0.000
H  0.64  -1.40  3.54  0.000
H  1.19  -2.81  4.46  0.000
C  1.31  -4.59  2.41  -0.002
H  2.24  -4.43  1.86  0.000
H  1.59  -4.88  3.44  -0.001
H  0.79  -5.45  1.98  0.000
C  -0.19  -3.22  -1.84  0.001
H  0.86  -3.48  -2.04  0.000
H  -0.81  -3.77  -2.57  0.000
H  -0.33  -2.14  -2.03  0.000
C  -2.15  -3.37  -0.28  0.002
H  -2.43  -2.35  -0.61  0.001
H  -2.69  -4.09  -0.93  0.000
H  -2.50  -3.49  0.75  0.000
C  -0.33  -5.09  -0.22  0.001
H  0.74  -5.30  -0.24  0.000
H  -0.77  -5.49  0.70  0.000
H  -0.78  -5.65  -1.05  0.000
Mn  -0.39  -0.22  0.40  2.134
N  -1.77  -0.31  -1.01  0.051
C  -1.74  0.23  -2.08  0.051
C  -2.14  0.33  -3.52  0.012
C  -1.55  1.38  -4.43  0.000
C  -1.74  -1.06  -4.07  0.004
C  -3.67  0.48  -3.35  0.004
H  -1.76  2.38  -4.10  0.000
H  -0.48  1.25  -4.55  0.000
H  -2.01  1.25  -5.41  0.000
H  -2.13  -1.87  -3.40  0.000
H  -2.16  -1.19  -5.08  0.001
H  -0.64  -1.14  -4.12  0.000
H  -4.08  1.07  -4.17  0.001
H  -4.11  -0.54  -3.32  0.000
H  -3.90  0.98  -2.39  0.001
C  0.88  0.95  5.06  0.000
S  1.93  1.44  3.68  0.000
C  3.51  0.77  4.20  -0.001
O  1.51  0.57  2.51  -0.005
H  0.80  1.83  5.71  0.000
H  1.36  0.12  5.61  0.000
H  -0.10  0.66  4.68  0.000
H  4.07  0.51  3.29  0.000
H  4.04  1.56  4.75  0.000
H  3.36  -0.11  4.82  0.000

Computed properties:
LUMO level (spin up / spin down), eV: -11.624 / -10.914
Largest force on an atom, Eh/bohr: 0.0780
Charge: +3
Total energy, a.u.: -3706.25538
2S+1: 4